Record 1
A 2-piece molecular cluster, C2H7OPS overall at a distorted geometry. Source: the OMol25 dataset; level of theory: ωB97M-V/def2-TZVPD.

CARTESIAN COORDINATES (ANGSTROEM)
C -1.396 1.124 0.185
C -1.342 -0.280 -0.295
O -0.245 -0.850 0.085
P 0.477 -2.231 -0.290
S 3.473 -0.020 0.068
H -0.832 1.872 -0.578
H -2.477 1.469 0.351
H -0.831 1.203 1.249
H -2.101 -0.552 -0.982
H 3.523 1.245 0.565
H -0.489 -2.815 -0.956
H 2.240 -0.165 0.599

Computed properties:
Kohn-Sham gap (spin up / spin down) (eV): 6.9172 / 8.2849
Energy above the lowest of the compared OMol25 structures with the same formula, charge and spin (eV): 4.783
Strongest force on any atom (eV Å⁻¹): 3.5
LUMO (spin up / spin down) (eV): -0.52 / 0.49
Energy (eV): -24355.287

***

Record 2
A 2-piece molecular cluster, C54H48N3 overall at a distorted geometry. Source: the OMol25 dataset; level of theory: ωB97M-V/def2-TZVPD.

CARTESIAN COORDINATES (ANGSTROEM)
C -0.473 -5.457 0.018
C -1.626 -5.144 0.756
C -1.870 -3.819 1.122
C -0.969 -2.802 0.785
C -1.331 -1.374 1.220
C -2.156 -0.628 0.163
C -3.090 0.321 0.599
C -3.912 0.986 -0.315
C -3.775 0.721 -1.688
C -2.809 -0.189 -2.133
C -1.991 -0.855 -1.208
C -0.138 -0.495 1.610
C 0.873 -1.138 2.581
C 1.523 0.070 3.271
C 0.548 1.252 3.081
N -0.538 0.711 2.279
C 0.182 -3.115 0.055
C 0.428 -4.446 -0.336
H -0.282 -6.490 -0.283
H -2.339 -5.923 1.036
H -2.770 -3.546 1.678
H -1.956 -1.491 2.121
H -3.172 0.509 1.675
H -4.660 1.694 0.052
H -4.418 1.227 -2.412
H -2.692 -0.402 -3.199
H -1.237 -1.568 -1.554
H 0.384 -0.222 0.662
H 0.334 -1.756 3.312
H 1.555 -1.805 2.043
H 1.733 -0.134 4.323
H 2.469 0.303 2.777
H 0.239 1.641 4.056
H 1.031 2.078 2.536
H -1.026 1.382 1.695
H 0.883 -2.319 -0.222
H 1.322 -4.673 -0.923
C -0.653 9.093 11.970
C 0.421 8.199 11.836
C 0.176 6.864 11.517
C -1.138 6.417 11.308
N -1.355 5.057 10.916
C -1.770 4.139 11.931
C -3.099 4.106 12.351
C -3.500 3.215 13.353
C -2.563 2.353 13.937
C -1.222 2.399 13.529
C -0.826 3.297 12.537
C -1.653 4.772 9.554
C -0.692 4.063 8.809
C -0.928 3.774 7.482
C -2.156 4.147 6.855
C -2.373 3.729 5.510
C -3.605 3.774 4.807
C -3.567 3.766 3.375
C -4.718 3.949 2.630
C -5.965 3.994 3.299
N -7.126 4.042 2.529
C -8.349 3.484 3.022
C -9.219 4.247 3.798
C -10.343 3.643 4.377
C -10.635 2.301 4.105
C -9.816 1.571 3.233
C -8.677 2.162 2.686
C -7.206 4.952 1.430
C -7.143 4.480 0.114
C -7.265 5.378 -0.951
C -7.498 6.736 -0.699
C -7.586 7.201 0.620
C -7.418 6.311 1.684
C -6.039 3.918 4.705
C -4.879 3.808 5.453
C -3.065 4.955 7.605
C -2.835 5.207 8.952
C -2.206 7.287 11.507
C -1.967 8.634 11.815
H -0.467 10.143 12.212
H 1.445 8.548 11.985
H 0.986 6.135 11.425
H -3.804 4.800 11.885
H -4.545 3.203 13.674
H -2.877 1.653 14.717
H -0.488 1.736 13.994
H 0.215 3.372 12.210
H 0.232 3.765 9.305
H -0.197 3.238 6.875
H -1.509 3.370 4.958
H -2.595 3.659 2.888
H -4.693 4.032 1.541
H -8.991 5.303 3.957
H -10.981 4.232 5.038
H -11.508 1.830 4.561
H -10.064 0.537 2.983
H -8.022 1.623 1.994
H -6.988 3.410 -0.052
H -7.189 5.013 -1.979
H -7.621 7.434 -1.528
H -7.788 8.255 0.834
H -7.465 6.646 2.724
H -7.006 3.970 5.209
H -4.956 3.748 6.538
H -3.951 5.371 7.127
H -3.579 5.757 9.533
H -3.220 6.889 11.421
H -2.814 9.314 11.937

Computed properties:
Kohn-Sham gap (eV): 5.4136
Charge: +1
Energy above the lowest of the compared OMol25 structures with the same formula, charge and spin (eV): 0.168
Strongest force on any atom (eV Å⁻¹): 1.5
LUMO (eV): -4.89
Energy (eV): -61240.470

***

Record 3
An isolated molecule of C3H5N at a distorted geometry. Source: the OMol25 dataset; level of theory: ωB97M-V/def2-TZVPD.

CARTESIAN COORDINATES (ANGSTROEM)
C 1.088 -0.058 0.327
C -0.351 -0.566 -0.101
C -1.355 0.526 -0.612
N -1.505 0.193 0.598
H 1.020 0.564 1.176
H 1.416 0.606 -0.534
H 1.594 -1.009 0.648
H -0.609 -1.588 -0.167
H -1.300 1.332 -1.335

Computed properties:
Kohn-Sham gap (eV): 10.4341
Energy above the lowest of the compared OMol25 structures with the same formula, charge and spin (eV): 2.815
Strongest force on any atom (eV Å⁻¹): 4.3
LUMO (eV): 1.16
Energy (eV): -4679.042

***

Record 4
C12H10O3 as an isolated structure at a distorted geometry. Source: the OMol25 dataset; level of theory: ωB97M-V/def2-TZVPD.

CARTESIAN COORDINATES (ANGSTROEM)
C 1.712 0.689 0.035
C 1.076 -0.534 0.605
C 2.961 0.350 -0.398
C 2.055 -1.466 0.509
C 0.481 2.937 0.923
C -0.819 2.581 1.151
C -1.591 0.680 -0.658
C -1.314 -0.575 -0.265
C 0.784 1.885 -0.100
C -0.347 -0.453 0.897
C -0.719 1.412 0.289
C -1.717 -1.914 -0.929
O 3.242 -0.963 -0.113
O 3.725 1.112 -1.284
O 2.265 -2.722 0.933
H 0.952 3.778 1.366
H -1.553 2.887 1.850
H -2.119 1.146 -1.409
H 0.716 2.235 -1.145
H -0.704 -0.803 1.835
H -1.196 -1.907 -1.898
H -2.813 -1.749 -1.168
H -1.477 -2.686 -0.192
H 4.029 0.526 -1.939
H 3.156 -2.946 0.756

Computed properties:
Kohn-Sham gap (eV): 8.2402
Energy above the lowest of the compared OMol25 structures with the same formula, charge and spin (eV): 6.486
Strongest force on any atom (eV Å⁻¹): 3.8
LUMO (eV): 0.59
Energy (eV): -18742.617